Density functional theory data (ωB97M-V/def2-TZVPD) for an isolated molecule of C2H5N3S3 at a distorted geometry.

Its largest force on an atom is 8.87 eV/Å. As for the HOMO energy: -7.9 eV. Its spin multiplicity is 1. As for the structure (SMILES): NC(=S)/C(=N\S)NS.

Last column: Mulliken charge in e.
Geometry (Å):
N1 -0.98663 1.23295 1.28612  -0.47
C1 -0.15701 0.87326 0.28147  0.21
S1 0.66313 1.81496 -0.72657  -0.33
C2 -0.11521 -0.53454 -0.13361  0.66
N2 -1.20290 -1.13886 -0.45044  -0.54
S2 -2.74950 -0.59393 -0.03741  -0.16
N3 1.02894 -1.11195 -0.28578  -0.46
S3 2.78373 -0.86946 0.37483  -0.11
H1 -0.73857 2.17995 1.49485  0.24
H2 -1.23191 0.63757 2.17282  0.28
H3 -3.49382 -1.42029 -0.88725  0.15
H4 1.14491 -2.13864 -0.64105  0.35
H5 2.91927 0.20894 -0.64939  0.18

Density functional theory data (ωB97M-V/def2-TZVPD) for a structure of composition C2H7PS2 at a distorted geometry.

Its largest force on an atom is 2.90 eV/Å. As for the HOMO energy (alpha / beta): -8.6 / -7.9 eV. Its spin multiplicity is 1.

Last column: Mulliken charge in e.
Geometry (Å):
C1 1.46426 -2.30141 -0.44777  -0.60
C2 -1.32427 -0.24110 -1.71799  -0.78
P1 -3.28093 -0.81635 0.47671  -0.02
S1 1.29930 -0.50561 0.01116  -0.20
S2 -1.39303 0.00790 0.04892  -0.01
H1 2.16567 -2.70294 0.31718  0.26
H2 1.82699 -2.44469 -1.56015  0.24
H3 0.45298 -2.59382 -0.38020  0.22
H4 -0.22040 -0.23622 -2.05061  0.29
H5 -1.79966 0.67209 -2.24827  0.31
H6 -1.91700 -1.20219 -1.94216  0.28
H7 -3.04588 -0.17453 1.74473  0.02

Density functional theory data (ωB97M-V/def2-TZVPD) for a cluster of 19 separate species, C30H81N2O21P in total at a distorted geometry.

Its largest force on an atom is 2.84 eV/Å. As for the HOMO energy: -8.1 eV. Its spin multiplicity is 1.

Last column: Mulliken charge in e.
Geometry (Å):
C1 4.09790 2.09047 2.98791  -0.45
C2 3.67011 1.81422 1.89376  -0.66
C3 3.06559 1.07329 0.75180  0.38
C4 3.86054 0.49905 -0.31685  -0.52
C5 3.24228 -0.20882 -1.36066  0.14
P1 4.40367 -0.88453 -2.63411  1.24
O1 4.58840 0.05015 -3.74910  -0.75
O2 3.98135 -2.36038 -3.17009  -0.48
O3 5.89208 -1.01640 -1.86376  -0.58
C6 1.79239 -0.38964 -1.42756  0.50
N1 1.29859 -1.10596 -2.48824  -0.31
C7 -0.01798 -1.14156 -2.42907  -0.40
C8 -0.86290 -0.52768 -1.39985  0.71
C9 -2.38520 -0.62332 -1.49923  -0.45
C10 -3.01414 -1.26254 -0.45307  -0.67
N2 -0.36672 0.12453 -0.35617  -0.47
C11 1.01277 0.19464 -0.38095  -0.17
C12 1.67044 0.92102 0.70071  -0.65
H1 4.48578 2.34668 3.98365  0.49
H2 4.95292 0.61699 -0.31695  0.87
H3 3.59153 -2.87293 -2.43708  0.30
H4 5.68077 -1.37171 -0.96101  0.29
H5 -0.53738 -1.67658 -3.24846  0.44
H6 -2.93477 -0.17392 -2.35435  0.37
H7 -2.80469 -2.34372 -0.24465  0.12
H8 -3.70249 -0.71380 0.22226  0.32
H9 1.03720 1.37327 1.48409  0.54
C13 -3.41604 -0.93611 3.56533  -0.31
O4 -2.33770 -0.05516 3.25800  -0.49
H10 -3.52589 -0.98812 4.64457  0.07
H11 -4.34315 -0.55585 3.12702  0.25
H12 -3.20305 -1.93494 3.17668  0.26
H13 -2.25189 -0.01927 2.29590  0.26
C14 0.20734 -4.18554 0.11795  -0.65
O5 -1.08181 -3.67865 -0.21285  -0.46
H14 0.53448 -3.71924 1.04533  0.25
H15 0.15978 -5.26860 0.25607  0.37
H16 0.91890 -3.94555 -0.67755  0.16
H17 -1.34835 -4.10564 -1.03410  0.27
C15 -4.75762 -2.49971 7.60881  -0.43
O6 -4.81695 -1.69730 6.43174  -0.51
H18 -4.75958 -3.54824 7.31611  0.26
H19 -3.84337 -2.27887 8.15945  0.16
H20 -5.62831 -2.29867 8.23822  0.21
H21 -4.81462 -0.77724 6.71448  0.28
C16 -3.45007 -0.82761 11.44789  -0.55
O7 -3.13377 -0.96732 10.06714  -0.44
H22 -3.96192 -1.72906 11.77838  0.21
H23 -2.53447 -0.69942 12.03075  0.24
H24 -4.10607 0.03386 11.59663  0.27
H25 -2.68277 -0.16186 9.79402  0.27
C17 3.90419 1.47556 7.05592  -0.56
O8 4.41298 2.25781 5.98195  -0.47
H26 3.43763 0.58188 6.64696  0.20
H27 4.71863 1.18468 7.72397  0.21
H28 3.15903 2.05275 7.60798  0.30
H29 4.82050 3.04090 6.36920  0.27
C18 -3.11081 1.38554 -5.13281  -0.26
O9 -3.51016 0.32926 -4.26269  -0.45
H30 -2.55503 2.12477 -4.55786  0.30
H31 -2.47189 0.98862 -5.92444  -0.08
H32 -3.99426 1.85528 -5.56780  0.25
H33 -3.99925 -0.30720 -4.79506  0.23
C19 8.06654 -1.89467 1.06276  -0.82
O10 7.02085 -2.36537 0.19699  -0.52
H34 7.80138 -2.11670 2.08869  0.36
H35 9.00295 -2.39877 0.81569  0.29
H36 8.18171 -0.81698 0.94709  0.31
H37 7.28461 -2.15605 -0.70779  0.31
C20 0.49881 0.35383 6.26460  -0.42
O11 -0.82931 0.79067 6.03401  -0.51
H38 0.89770 0.88166 7.12929  0.14
H39 0.50705 -0.72192 6.46501  0.30
H40 1.11834 0.57458 5.39013  0.19
H41 -1.14583 0.30234 5.26764  0.28
C21 -2.25980 -0.50723 -8.77918  -0.42
O12 -3.46804 0.23942 -8.78173  -0.46
H42 -1.64353 -0.17174 -7.94701  0.10
H43 -2.48322 -1.57166 -8.65786  0.25
H44 -1.72196 -0.34280 -9.71668  0.27
H45 -3.99441 -0.07621 -9.52642  0.27
C22 -7.51235 1.77514 -4.95101  -0.43
O13 -6.25527 1.13170 -4.74360  -0.44
H46 -8.00285 1.31422 -5.80686  0.24
H47 -8.14077 1.65191 -4.06423  0.24
H48 -7.35655 2.83632 -5.15065  0.11
H49 -5.84090 1.55412 -3.98455  0.26
C23 9.20909 1.98636 2.96940  -0.53
O14 8.12752 1.21290 2.46222  -0.41
H50 9.90265 1.31956 3.47788  0.23
H51 9.72836 2.48821 2.14901  0.31
H52 8.83718 2.72912 3.68005  0.17
H53 7.52670 1.81980 2.01739  0.24
C24 1.48926 1.92456 -5.10306  -0.37
O15 0.82290 2.54725 -4.00638  -0.54
H54 1.62286 2.66147 -5.89274  0.29
H55 2.46694 1.55645 -4.78259  0.17
H56 0.88295 1.09580 -5.48006  0.15
H57 0.71528 1.87935 -3.32203  0.30
C25 -7.80911 6.06636 -4.36472  -0.49
O16 -7.45421 5.04743 -5.29862  -0.49
H58 -8.01397 5.60219 -3.40344  0.20
H59 -6.98217 6.77398 -4.25631  0.29
H60 -8.70190 6.58824 -4.70957  0.20
H61 -7.27856 5.48016 -6.13964  0.25
C26 5.03308 -3.92501 3.23466  -0.47
O17 6.16361 -3.08386 3.04945  -0.50
H62 4.86698 -4.06325 4.30115  0.28
H63 4.15062 -3.45677 2.78878  0.18
H64 5.21743 -4.89520 2.76836  0.17
H65 6.28265 -2.98083 2.09954  0.39
C27 4.45576 -5.48884 0.01258  -0.49
O18 5.06499 -4.67117 -0.97837  -0.51
H66 3.98037 -6.33791 -0.47453  0.31
H67 5.21838 -5.85053 0.70623  0.27
H68 3.70133 -4.91081 0.55400  0.12
H69 5.48019 -3.92589 -0.52979  0.29
C28 7.91229 2.14671 7.10157  -0.47
O19 7.28746 2.79851 8.20472  -0.54
H70 7.95956 2.84289 6.26677  0.08
H71 8.92564 1.84042 7.37234  0.35
H72 7.32573 1.27210 6.80942  0.27
H73 7.25521 2.16749 8.93006  0.30
C29 -3.79565 -1.83037 -12.69996  -0.56
O20 -4.49194 -1.21723 -11.61859  -0.49
H74 -3.63366 -1.08421 -13.47443  0.22
H75 -2.82987 -2.20915 -12.35643  0.26
H76 -4.38950 -2.65137 -13.10835  0.26
H77 -4.62478 -1.89439 -10.94708  0.30
C30 -11.70061 5.21629 -4.88284  -0.55
O21 -10.86359 5.67974 -3.82891  -0.46
H78 -11.09456 5.09909 -5.77904  0.21
H79 -12.13900 4.25137 -4.61627  0.26
H80 -12.49485 5.94179 -5.07723  0.29
H81 -11.41540 5.77688 -3.04682  0.27